Entry 1:
C5H7NO2 in the gas phase at a distorted geometry, computed with the ωB97M-V functional and the def2-TZVPD basis.

Summary:
maximum force = 4.14 eV/Å
multiplicity = 1
ΔE to the lowest compared entry with this formula, charge and spin = 249.9 kJ/mol
HOMO level = -9.91 eV
E_LUMO = 0.785 eV
SMILES = O=CN1[C@@H]2COC[C@@H]21

The geometry in XYZ format:
```
15
C5H7NO2, DFT the ωB97M-V functional and the def2-TZVPD basis
O 1.92630 1.48177 -1.47812
C 1.23556 1.56518 -0.42884
N 0.22441 0.72824 -0.10578
C 0.32718 -0.71608 -0.48038
C -1.13037 -1.26680 -0.61006
O -1.85283 -0.81315 0.44215
C -0.96553 -0.55468 1.52537
C 0.36934 -0.25961 0.99053
H 1.50768 2.24975 0.41289
H 1.28931 -0.93966 -0.93985
H -1.01174 -2.33869 -0.80975
H -1.68301 -0.78122 -1.45267
H -1.53308 0.30739 1.92564
H -1.07110 -1.26371 2.37234
H 1.32629 -0.28856 1.53985
```

Here are the natural (NBO) charges for atoms 1 to 2, given in e: -0.584, 0.526

Entry 2:
2 unconnected molecules or ions with the total composition C5H7NO2 at a distorted geometry, computed with the ωB97M-V functional and the def2-TZVPD basis.

Summary:
maximum force = 3.43 eV/Å
multiplicity = 1
ΔE to the lowest compared entry with this formula, charge and spin = 60.5 kJ/mol
HOMO level = -11.55 eV
E_LUMO = 0.610 eV
SMILES = CCCC#N.O=C=O

The geometry in XYZ format:
```
15
C5H7NO2, DFT the ωB97M-V functional and the def2-TZVPD basis
C 1.96664 -0.12115 -0.69020
C 0.59775 0.39741 -0.38799
C -0.01405 -0.00604 1.02729
C -1.32520 0.63990 1.19026
N -2.28739 1.19397 1.44415
H 2.02120 -1.14840 -0.82484
H 2.65274 0.09202 0.09298
H 2.44363 0.16016 -1.70082
H 0.70089 1.47576 -0.21765
H -0.08539 0.02647 -1.06662
H -0.16370 -1.05814 1.14299
H 0.55395 0.31214 1.86812
O -2.68721 -1.35703 0.22813
C -2.37083 -0.60324 -0.58383
O -2.00301 -0.00385 -1.52197
```

Here are the natural (NBO) charges for atoms 1 to 2, given in e: -0.613, -0.382